(1)
{
  "formula": "C22H13ClNO3",
  "method": "ωB97M-V/def2-TZVPD",
  "elements": ["O", "C", "O", "C", "C", "C", "N", "C", "C", "O", "C", "C", "C", "C", "Cl", "C", "C", "C", "C", "C", "C", "C", "C", "C", "C", "C", "C", "H", "H", "H", "H", "H", "H", "H", "H", "H", "H", "H", "H", "H"],
  "positions_angstrom": [[3.34, 5.29, 2.47], [2.75, 4.36, 3.12], [2.47, 4.42, 4.33], [2.31, 3.15, 2.34], [2.68, 2.95, 0.91], [2.20, 1.84, 0.16], [1.40, 0.90, 0.80], [0.85, -0.27, 0.26], [0.96, -0.61, -1.14], [1.82, -1.39, -1.54], [-0.04, 0.01, -2.07], [-0.97, 0.96, -1.66], [-1.87, 1.54, -2.58], [-1.82, 1.18, -3.93], [-3.02, 1.78, -5.02], [-0.86, 0.24, -4.35], [0.05, -0.31, -3.44], [0.13, -0.96, 1.25], [-0.70, -2.17, 1.03], [-1.95, -2.25, 1.62], [-2.77, -3.36, 1.35], [-2.37, -4.37, 0.47], [-1.13, -4.26, -0.14], [-0.26, -3.21, 0.20], [0.30, -0.12, 2.44], [1.05, 0.99, 2.13], [1.50, 2.17, 2.91], [3.25, 3.72, 0.41], [2.38, 1.79, -0.89], [-1.05, 1.21, -0.62], [-2.57, 2.32, -2.27], [-0.83, -0.12, -5.37], [0.81, -1.04, -3.78], [-2.29, -1.49, 2.32], [-3.77, -3.46, 1.79], [-3.02, -5.19, 0.24], [-0.82, -5.01, -0.89], [0.74, -3.16, -0.23], [-0.04, -0.38, 3.43], [1.16, 2.33, 3.95]],
  "lowdin_charge": [-0.095, -0.706, -0.066, -0.122, 0.022, -0.017, 0.018, -0.152, -0.314, 0.095, -0.138, 0.010, -0.085, -0.671, 0.654, -0.095, -0.001, -0.096, -0.172, -0.032, -0.089, -0.111, -0.087, -0.021, 0.008, -0.193, 0.067, 0.099, 0.110, 0.120, 0.107, 0.101, 0.127, 0.112, 0.094, 0.088, 0.103, 0.107, 0.102, 0.119],
  "charge": -1,
  "total_energy_ev": -43181.673,
  "gap_ha": 0.2306,
  "smiles": "O=C([O-])c1ccn2c(C(=O)c3ccc(Cl)cc3)c(-c3ccccc3)cc2c1",
  "relative_energy_kj_mol": 0.0,
  "molar_mass_g_mol": 374.8,
  "e_homo_ev": -4.60
}

=====

(2)
{
  "formula": "C18H29N3S2",
  "method": "ωB97M-V/def2-TZVPD",
  "elements": ["C", "C", "C", "C", "N", "C", "C", "C", "C", "N", "C", "S", "N", "C", "C", "C", "C", "C", "S", "C", "C", "C", "C", "H", "H", "H", "H", "H", "H", "H", "H", "H", "H", "H", "H", "H", "H", "H", "H", "H", "H", "H", "H", "H", "H", "H", "H", "H", "H", "H", "H", "H"],
  "positions_angstrom": [[1.06, -0.12, 6.22], [0.62, -0.48, 4.81], [1.79, -0.49, 3.81], [2.19, 0.93, 3.40], [1.50, -1.40, 2.71], [2.67, -1.98, 2.09], [0.42, -1.03, 1.81], [0.84, -0.33, 0.50], [-0.40, 0.03, -0.32], [-1.17, -1.16, -0.61], [-1.01, -1.87, -1.75], [-1.13, -3.52, -1.83], [-0.70, -1.20, -2.91], [-1.17, 0.03, -3.36], [-2.22, 0.72, -2.75], [-2.64, 1.93, -3.27], [-2.04, 2.48, -4.39], [-1.01, 1.79, -5.02], [-0.17, 2.35, -6.46], [-1.02, 3.89, -6.90], [-0.58, 0.57, -4.50], [-1.61, -1.85, 0.59], [-0.42, -2.26, 1.45], [0.21, -0.15, 6.90], [1.80, -0.82, 6.59], [1.48, 0.88, 6.26], [-0.14, 0.22, 4.48], [0.18, -1.48, 4.82], [2.65, -0.94, 4.33], [3.00, 0.90, 2.68], [1.34, 1.45, 2.95], [2.52, 1.49, 4.26], [2.36, -2.72, 1.36], [3.32, -1.24, 1.59], [3.25, -2.48, 2.85], [-0.23, -0.34, 2.36], [1.46, -1.00, -0.09], [1.40, 0.58, 0.71], [-0.10, 0.52, -1.24], [-1.04, 0.72, 0.25], [-0.36, -1.82, -3.63], [-2.71, 0.30, -1.89], [-3.45, 2.46, -2.80], [-2.39, 3.42, -4.77], [-0.55, 4.24, -7.81], [-2.07, 3.69, -7.09], [-0.90, 4.63, -6.11], [0.22, 0.04, -5.00], [-2.19, -2.72, 0.30], [-2.25, -1.15, 1.15], [-0.77, -2.74, 2.37], [0.18, -2.98, 0.90]],
  "lowdin_charge": [-0.104, -0.221, -0.380, -0.044, -0.170, -0.082, -0.325, -0.105, -0.142, -0.125, -0.822, 0.664, 0.044, -0.257, -0.038, -0.072, -0.107, -0.545, 0.890, -0.401, -0.064, -0.193, -0.114, 0.069, 0.073, 0.065, 0.104, 0.112, 0.137, 0.072, 0.075, 0.071, 0.084, 0.084, 0.088, 0.137, 0.121, 0.111, 0.115, 0.134, 0.116, 0.111, 0.107, 0.088, 0.029, 0.038, 0.036, 0.109, 0.077, 0.129, 0.121, 0.100],
  "total_energy_ev": -45277.922,
  "gap_ha": 0.3172,
  "smiles": "CC[C@H](C)N(C)C1CCN(C(=S)Nc2cccc(SC)c2)CC1",
  "relative_energy_kj_mol": 0.0,
  "molar_mass_g_mol": 351.6,
  "e_homo_ev": -7.98
}

=====

(3)
{
  "formula": "C11H14N3P",
  "method": "ωB97M-V/def2-TZVPD",
  "elements": ["C", "C", "C", "C", "C", "C", "C", "C", "C", "C", "C", "N", "N", "N", "P", "H", "H", "H", "H", "H", "H", "H", "H", "H", "H", "H", "H", "H", "H"],
  "positions_angstrom": [[-1.57, 1.54, 0.63], [1.27, -1.15, 0.09], [2.40, -0.90, -0.64], [1.95, 0.52, 1.58], [0.97, -0.42, 1.22], [3.27, 0.11, -0.28], [-1.50, -0.77, 1.05], [4.52, 0.49, -1.08], [-3.97, 0.62, -1.26], [-0.36, -0.50, 1.95], [-2.50, 0.30, -1.15], [-1.22, 2.58, 1.01], [3.04, 0.78, 0.83], [-1.92, 0.34, 0.22], [-2.24, -2.31, 0.99], [0.52, -1.70, -0.52], [2.65, -1.57, -1.49], [1.75, 1.09, 2.51], [4.32, 0.26, -2.17], [4.86, 1.39, -0.76], [5.22, -0.32, -1.01], [-4.32, 0.15, -2.21], [-4.51, 0.16, -0.44], [-4.20, 1.66, -1.16], [-0.39, 0.61, 2.18], [-0.36, -1.25, 2.73], [-2.33, -0.79, -1.34], [-1.96, 0.89, -1.83], [-3.39, -1.82, 0.37]],
  "lowdin_charge": [-0.325, -0.051, -0.051, -0.078, -0.216, -0.329, -0.610, -0.020, -0.080, -0.189, -0.208, 0.187, 0.104, -0.076, 0.879, 0.115, 0.125, 0.126, 0.095, 0.040, 0.070, 0.096, 0.063, 0.070, 0.106, 0.105, 0.105, 0.110, -0.159],
  "s2": 2.007,
  "total_energy_ev": -25387.785,
  "gap_ha": [0.2651, 0.2440],
  "multiplicity": 3,
  "molar_mass_g_mol": 219.2,
  "e_homo_ev": [-6.46, -9.23]
}

=====

(4)
{
  "formula": "C27H32BrN5O2SiTc",
  "method": "ωB97M-V/def2-TZVPD",
  "elements": ["Tc", "O", "C", "C", "C", "C", "C", "C", "C", "O", "N", "N", "C", "C", "Br", "C", "C", "C", "C", "C", "C", "C", "H", "H", "H", "H", "H", "H", "H", "H", "H", "H", "H", "H", "H", "H", "C", "C", "C", "C", "C", "C", "N", "N", "Si", "C", "C", "C", "H", "H", "H", "H", "H", "H", "H", "H", "H", "H", "H", "H", "H", "H", "H", "C", "C", "N", "H", "H", "H"],
  "positions_angstrom": [[-0.66, 0.80, 0.53], [1.71, -2.35, 4.29], [1.09, -3.23, 3.44], [1.26, -4.60, 3.51], [0.63, -5.41, 2.57], [-0.14, -4.85, 1.56], [-0.31, -3.48, 1.50], [0.30, -2.66, 2.45], [0.17, -1.16, 2.44], [-0.86, -0.74, 1.57], [1.45, -0.49, 2.00], [1.33, -0.05, 0.71], [2.26, -0.10, -0.16], [1.99, 0.24, -1.55], [0.15, 0.01, -2.04], [2.95, 0.59, -2.42], [2.99, 0.96, -3.83], [4.18, 1.54, -4.27], [4.33, 1.95, -5.58], [3.29, 1.76, -6.48], [2.11, 1.16, -6.07], [1.95, 0.76, -4.75], [2.18, -2.84, 4.98], [1.87, -5.03, 4.29], [0.76, -6.48, 2.63], [-0.62, -5.49, 0.83], [-0.93, -3.04, 0.74], [-0.04, -0.79, 3.44], [2.25, -1.10, 2.12], [3.25, -0.46, 0.11], [3.92, 0.64, -1.93], [5.00, 1.68, -3.57], [5.26, 2.41, -5.90], [3.41, 2.07, -7.51], [1.31, 0.99, -6.78], [1.03, 0.27, -4.47], [1.05, 3.71, -1.43], [-0.43, 3.57, -1.40], [-1.28, 4.38, -2.15], [-2.65, 4.18, -2.10], [-3.20, 3.18, -1.30], [-2.31, 2.43, -0.55], [-0.97, 2.64, -0.61], [-2.53, 1.34, 0.29], [-4.14, 0.71, 0.88], [-4.74, -0.43, -0.44], [-5.23, 2.19, 1.13], [-3.81, -0.15, 2.48], [1.43, 3.56, -2.44], [1.53, 2.99, -0.77], [1.34, 4.72, -1.12], [-0.86, 5.15, -2.78], [-3.31, 4.80, -2.70], [-4.26, 3.00, -1.26], [-4.84, 0.07, -1.40], [-5.72, -0.84, -0.18], [-4.05, -1.28, -0.55], [-5.90, 2.36, 0.27], [-4.67, 3.11, 1.30], [-5.87, 2.03, 2.00], [-3.31, -1.11, 2.34], [-4.77, -0.34, 2.98], [-3.21, 0.45, 3.16], [-0.03, 3.36, 4.31], [-0.23, 2.56, 3.11], [-0.38, 1.93, 2.17], [1.04, 3.50, 4.47], [-0.46, 2.83, 5.16], [-0.52, 4.32, 4.20]],
  "lowdin_charge": [1.473, 0.059, -0.270, -0.001, -0.052, -0.064, -0.019, -0.123, -0.325, -0.335, 0.041, -0.165, -0.143, -0.567, 0.936, -0.060, -0.223, -0.025, -0.048, -0.043, -0.053, -0.051, 0.123, 0.126, 0.118, 0.112, 0.110, 0.146, 0.137, 0.153, 0.133, 0.119, 0.118, 0.119, 0.116, 0.048, -0.007, -0.307, 0.004, -0.004, 0.013, -0.419, -0.038, -0.161, 0.456, -0.158, -0.162, -0.168, 0.096, 0.063, 0.101, 0.131, 0.129, 0.109, 0.039, 0.052, 0.038, 0.041, 0.039, 0.046, 0.030, 0.051, 0.032, 0.009, -0.095, 0.090, 0.109, 0.110, 0.109],
  "s2": 3.772,
  "charge": 2,
  "total_energy_ev": -120169.295,
  "gap_ha": [0.2644, 0.2109],
  "relative_energy_kj_mol": 0.0,
  "multiplicity": 4,
  "molar_mass_g_mol": 664.6,
  "e_homo_ev": [-13.24, -13.25]
}